Entry 1
The following is a DFT calculation (ωB97M-V with the def2-TZVPD basis set) of 2 unconnected molecules or ions with the total composition C4H4ClF3.

The charge is 0. Its spin multiplicity is 1.

Cartesian coordinates (Å):
1 C 1.83 0.44 2.12
2 C 0.60 0.15 2.21
3 C -1.68 0.03 -0.93
4 C -0.14 -0.31 -1.16
5 F -2.40 -1.02 -1.34
6 F 0.00 -0.54 -2.46
7 F 0.62 0.68 -0.76
8 Cl 0.31 -1.69 -0.22
9 H 1.97 0.39 1.10
10 H 2.72 0.83 2.66
11 H -1.70 0.12 0.19
12 H -2.13 0.91 -1.41


Entry 2
The following is a DFT calculation (ωB97M-V with the def2-TZVPD basis set) of a single C4H4ClF3 molecule.

The charge is 0. As for the SMILES: C/C(=C\F)C(F)(F)Cl. Its spin multiplicity is 1.

Cartesian coordinates (Å):
1 C 0.76 1.21 -0.09
2 C 0.18 -0.19 -0.01
3 C 0.83 -1.35 0.15
4 C -1.20 -0.13 -0.04
5 H 1.77 1.15 0.02
6 H 0.62 1.61 -1.08
7 H 0.36 1.75 0.75
8 H 0.11 -2.33 0.68
9 F 2.21 -1.44 -0.16
10 F -1.48 0.62 -1.12
11 F -1.72 0.53 1.09
12 Cl -2.44 -1.42 -0.18


It turns out entry 2 is the most stable, with the second structure 206.2 kJ/mol higher.


Entry 1
The following is a DFT calculation (ωB97M-V with the def2-TZVPD basis set) of a molecular structure, C20H41N2P3STl.

The charge is +3. Its spin multiplicity is 1.

Cartesian coordinates (Å):
1 Tl -0.01 -0.49 0.13
2 P -0.68 -2.81 -1.71
3 P 0.04 -2.59 2.08
4 P -1.50 1.01 -1.61
5 H 3.22 1.51 3.47
6 C 2.66 2.40 3.24
7 C 1.46 2.63 3.78
8 H 1.03 1.96 4.52
9 C 0.94 -3.25 -2.47
10 C -1.14 -4.52 -1.22
11 C -1.65 -2.75 -3.27
12 C 0.33 -1.67 3.63
13 C -1.21 -3.84 2.57
14 C 1.57 -3.57 1.86
15 C -1.34 2.62 -0.75
16 C -3.06 1.35 -2.48
17 C -0.35 1.17 -3.04
18 H 3.15 3.14 2.59
19 H 0.80 3.42 3.40
20 H 0.75 -4.06 -3.20
21 H 1.65 -3.62 -1.71
22 H 1.39 -2.39 -2.98
23 H -1.07 -5.15 -2.12
24 H -2.18 -4.55 -0.87
25 H -0.48 -4.92 -0.45
26 H -1.42 -3.66 -3.84
27 H -1.40 -1.87 -3.87
28 H -2.73 -2.74 -3.06
29 H 1.13 -2.11 4.24
30 H -0.61 -1.65 4.19
31 H 0.62 -0.63 3.40
32 H -0.77 -4.64 3.19
33 H -1.65 -4.27 1.66
34 H -2.02 -3.32 3.11
35 H 1.69 -4.23 2.73
36 H 2.42 -2.88 1.78
37 H 1.50 -4.16 0.92
38 H -1.02 3.38 -1.48
39 H -0.61 2.61 0.06
40 H -2.32 2.89 -0.33
41 H -2.88 2.24 -3.11
42 H -3.85 1.53 -1.75
43 H -3.35 0.48 -3.10
44 H -0.51 2.19 -3.44
45 H -0.60 0.40 -3.80
46 H 0.71 1.10 -2.72
47 C 3.33 3.81 -0.73
48 C 4.21 3.92 -1.84
49 C 5.19 4.91 -1.88
50 C 5.31 5.82 -0.83
51 C 4.35 5.83 0.19
52 C 3.35 4.85 0.23
53 S 2.20 2.46 -0.56
54 H 2.19 2.13 0.80
55 H 4.12 3.21 -2.67
56 H 5.91 4.97 -2.70
57 H 6.14 6.54 -0.80
58 H 4.40 6.57 1.00
59 H 2.61 4.86 1.05
60 N -3.71 -0.50 1.72
61 C -4.99 -0.88 1.92
62 C -5.26 -1.83 0.94
63 C -4.06 -1.96 0.20
64 N -3.10 -1.14 0.70
65 H -3.17 0.19 2.24
66 H -5.61 -0.46 2.71
67 H -6.17 -2.37 0.78
68 H -3.89 -2.59 -0.65


Entry 2
The following is a DFT calculation (ωB97M-V with the def2-TZVPD basis set) of a molecular structure, C20H41N2P3STl.

The charge is +3. Its spin multiplicity is 1.

Cartesian coordinates (Å):
1 Tl 4.01 2.96 0.03
2 P -2.36 -1.04 2.07
3 P -0.52 -2.27 2.24
4 P -1.14 -2.47 -2.36
5 H 4.14 4.58 -2.93
6 C 3.16 4.15 -3.09
7 C 2.09 4.78 -2.20
8 H 2.38 5.62 -1.54
9 C -2.21 0.50 3.00
10 C -3.75 -1.98 2.74
11 C -2.63 -0.65 0.32
12 C 0.82 -1.55 1.27
13 C -0.13 -2.27 3.98
14 C -0.90 -3.95 1.72
15 C -1.33 -2.24 -4.19
16 C -2.19 -3.98 -2.16
17 C 0.54 -3.25 -2.38
18 H 2.98 4.33 -4.17
19 H 1.25 5.12 -2.83
20 H -1.54 1.20 2.48
21 H -1.84 0.33 4.02
22 H -3.22 0.93 3.04
23 H -3.60 -2.21 3.81
24 H -3.92 -2.91 2.19
25 H -4.64 -1.33 2.64
26 H -1.89 0.08 -0.03
27 H -3.65 -0.23 0.22
28 H -2.54 -1.55 -0.32
29 H 1.70 -2.21 1.38
30 H 1.10 -0.55 1.61
31 H 0.58 -1.44 0.20
32 H 0.45 -3.17 4.18
33 H -1.00 -2.27 4.63
34 H 0.49 -1.40 4.23
35 H -0.18 -4.60 2.23
36 H -0.76 -4.08 0.64
37 H -1.90 -4.27 2.00
38 H -1.02 -3.17 -4.70
39 H -0.69 -1.41 -4.53
40 H -2.38 -2.03 -4.41
41 H -1.88 -4.77 -2.88
42 H -3.24 -3.68 -2.35
43 H -2.14 -4.34 -1.12
44 H 0.64 -3.91 -3.26
45 H 0.71 -3.81 -1.45
46 H 1.29 -2.44 -2.44
47 C 0.16 1.85 -2.39
48 C 1.11 1.15 -3.20
49 C 2.43 1.51 -3.17
50 C 2.93 2.73 -2.54
51 C 1.91 3.41 -1.56
52 C 0.57 2.89 -1.59
53 S -1.53 1.44 -2.58
54 H -1.40 0.14 -2.43
55 H 0.83 0.26 -3.76
56 H 3.22 0.89 -3.64
57 H 4.00 2.48 -2.36
58 H 2.19 3.78 -0.49
59 H -0.20 3.48 -1.12
60 N 2.04 3.80 2.47
61 C 1.86 3.81 3.81
62 C 1.45 2.52 4.13
63 C 1.34 1.82 2.91
64 N 1.78 2.58 1.89
65 H 2.08 4.64 1.84
66 H 2.04 4.69 4.41
67 H 1.23 2.13 5.10
68 H 0.84 0.86 2.74


It turns out entry 2 is the most stable, with the second structure 17.7 kJ/mol higher.


Entry 1
The following is a DFT calculation (ωB97M-V with the def2-TZVPD basis set) of 3 unconnected molecules or ions with the total composition CH5O4.

The charge is -1. Its spin multiplicity is 1.

Cartesian coordinates (Å):
1 O 0.71 -1.02 -1.91
2 C 1.10 -0.68 -0.73
3 O 0.26 -0.50 0.29
4 H 2.10 -0.51 -0.43
5 H 0.58 0.58 1.40
6 H 0.22 1.96 2.35
7 O 0.90 1.27 2.17
8 H -1.26 -0.17 -0.88
9 H -2.32 -0.90 -1.28
10 O -2.29 -0.02 -0.97


Entry 2
The following is a DFT calculation (ωB97M-V with the def2-TZVPD basis set) of 3 unconnected molecules or ions with the total composition CH5O4.

The charge is -1. Its spin multiplicity is 1.

Cartesian coordinates (Å):
1 O -1.65 -1.12 0.09
2 C -0.80 -2.07 -0.13
3 O 0.42 -1.90 -0.44
4 H -1.27 -3.13 -0.09
5 H -1.58 1.04 -0.34
6 H -1.33 2.47 0.03
7 O -1.45 1.94 -0.76
8 H 1.88 1.27 0.45
9 H 3.13 0.45 0.25
10 O 2.66 1.06 0.95


It turns out entry 1 is the most stable, with the second structure 13.5 kJ/mol higher.


Entry 1
The following is a DFT calculation (ωB97M-V with the def2-TZVPD basis set) of 2 unconnected molecules or ions with the total composition C4H11OS.

The charge is -1. Its spin multiplicity is 1.

Cartesian coordinates (Å):
1 C 1.35 -2.39 0.90
2 C 1.74 -0.95 1.24
3 S 0.27 0.12 1.38
4 H 0.91 -2.39 -0.10
5 H 0.57 -2.71 1.60
6 H 2.20 -3.08 0.92
7 H 2.41 -0.55 0.48
8 H 2.25 -0.95 2.21
9 C -0.84 1.04 -1.86
10 O -1.22 -0.21 -1.33
11 C -1.52 2.20 -1.16
12 H 0.25 1.16 -1.78
13 H -1.11 1.03 -2.92
14 H -0.79 -0.27 -0.41
15 H -1.23 2.24 -0.11
16 H -1.30 3.16 -1.64
17 H -2.61 2.07 -1.20


Entry 2
The following is a DFT calculation (ωB97M-V with the def2-TZVPD basis set) of 2 unconnected molecules or ions with the total composition C4H11OS.

The charge is -1. Its spin multiplicity is 1.

Cartesian coordinates (Å):
1 C -1.59 1.48 1.29
2 O -0.49 0.97 0.69
3 H -2.50 1.04 0.80
4 H -1.76 1.19 2.36
5 H -1.77 2.57 1.31
6 C 0.38 -1.73 0.58
7 C -0.09 -1.34 -0.85
8 S 1.24 -0.85 -1.98
9 C 1.62 0.87 -1.33
10 H -0.42 -2.35 1.07
11 H 0.43 -0.82 1.20
12 H 1.35 -2.20 0.53
13 H -0.56 -0.31 -0.72
14 H -0.78 -2.07 -1.32
15 H 0.83 1.57 -1.61
16 H 1.53 0.89 -0.24
17 H 2.59 1.10 -1.80


Entry 3
The following is a DFT calculation (ωB97M-V with the def2-TZVPD basis set) of 2 unconnected molecules or ions with the total composition C4H11OS.

The charge is -1. Its spin multiplicity is 1.

Cartesian coordinates (Å):
1 C 2.98 1.18 -0.39
2 C 1.84 0.22 -0.87
3 S 1.34 -0.92 0.50
4 H 2.73 1.38 0.65
5 H 3.94 0.68 -0.46
6 H 2.98 2.12 -0.96
7 H 2.23 -0.29 -1.76
8 H 1.00 0.83 -1.24
9 H -0.91 -1.09 -0.02
10 C -2.28 0.12 0.62
11 O -1.89 -1.03 -0.09
12 C -3.16 1.04 -0.24
13 H -2.83 -0.20 1.52
14 H -1.40 0.68 0.96
15 H -3.11 2.12 -0.10
16 H -2.75 0.86 -1.25
17 H -4.19 0.70 -0.23


It turns out entry 1 is the most stable, with the second structure 28.3 kJ/mol higher.